117
Properties=species:S:1:pos:R:3:forces:R:3:mulliken_charge:R:1 method="wB97M-V/def2-TZVPD" charge=-1 orbital_gap_ha=0.2547 e_lumo_ev=2.1 homo_energy_ev=-4.8
In -2.046123 -2.941973 -0.587808 0.07 0.02 -0.01 1.269
Cl -5.408197 -8.413445 -3.172333 -0.11 -0.22 -0.20 -0.228
C -4.811172 -7.206700 -2.103153 -0.02 0.04 0.23 0.237
C -5.158274 -7.226752 -0.765366 0.08 0.05 -0.20 0.248
Cl -6.188853 -8.457460 -0.150310 -0.20 -0.23 0.11 -0.228
C -4.664899 -6.238085 0.083288 0.01 0.08 0.12 -0.020
Cl -5.080559 -6.242342 1.753846 -0.06 0.05 0.33 -0.220
C -3.829639 -5.227954 -0.370096 -0.22 -0.50 -0.59 0.309
O -3.357405 -4.295974 0.404501 0.53 0.85 0.31 -0.854
C -3.460983 -5.212418 -1.749651 -0.44 -0.49 0.41 0.217
O -2.662695 -4.271081 -2.159665 0.64 0.85 0.06 -0.855
C -3.968853 -6.202954 -2.578655 0.07 0.06 -0.10 0.067
Cl -3.527583 -6.167259 -4.242885 0.14 0.08 -0.29 -0.224
C 5.523353 -3.944426 -0.877289 -0.05 0.03 -0.02 -1.795
C 4.794171 -2.761514 -1.441900 -0.06 -0.04 -0.10 0.834
C 5.138925 -1.464086 -1.093079 -0.04 0.03 0.00 -0.769
C 4.454236 -0.372903 -1.600681 0.00 -0.03 0.02 0.938
C 4.837850 1.017771 -1.181025 0.03 -0.06 0.00 -1.771
C 3.407504 -0.582997 -2.506833 0.17 -0.24 0.01 0.333
C 3.082224 -1.878573 -2.913145 0.07 0.02 0.01 1.719
C 2.084545 -2.157061 -3.998705 -0.04 -0.08 -0.05 -2.030
C 3.765762 -2.948619 -2.349919 0.05 0.07 0.12 -1.199
C 2.743398 0.591828 -3.114300 0.10 0.16 -0.17 -0.397
C 3.481234 1.336651 -4.030336 -0.03 -0.05 0.02 -0.007
C 2.938633 2.452143 -4.635239 0.08 0.08 -0.08 -1.465
C 1.642814 2.824384 -4.340548 -0.03 -0.04 0.02 -0.180
C 0.881555 2.088657 -3.437388 0.16 0.12 -0.15 -0.715
C 1.436671 0.972428 -2.815232 -0.57 -0.60 0.67 0.540
Ge 0.333218 -0.088195 -1.489005 -0.01 0.12 0.40 -0.318
S -0.867224 -1.714892 -2.415353 0.02 -0.03 0.45 -0.387
S -1.073647 1.182220 -0.233898 0.36 -0.44 0.04 0.416
Ge -0.378597 -0.209816 1.428889 0.06 0.13 -0.28 0.601
S -1.625994 -2.023358 1.698109 0.15 0.11 -0.43 -0.475
S 1.519837 -0.835561 0.311132 -0.45 0.35 -0.13 0.141
C -0.254719 0.765956 3.193335 0.02 -0.54 -0.87 -0.160
C -1.372867 1.461876 3.650530 0.01 0.08 0.20 -0.726
C -1.354239 2.045945 4.912076 0.01 0.01 -0.04 0.264
C -0.233100 1.953310 5.713053 0.03 0.08 0.11 -1.151
C 0.885078 1.292846 5.245363 0.02 0.01 -0.04 0.373
C 0.882630 0.691804 3.989463 0.00 0.12 0.18 -0.967
C 2.118684 -0.018590 3.587915 0.27 -0.17 0.10 0.454
C 2.377443 -1.288601 4.098659 -0.08 0.11 -0.06 0.841
C 1.373638 -2.010995 4.952012 -0.02 -0.02 -0.02 -2.111
C 3.600684 -1.887859 3.824064 0.07 0.02 -0.10 -1.045
C 4.566020 -1.248387 3.066843 -0.06 -0.06 0.10 1.028
C 5.891514 -1.894909 2.793452 -0.07 0.04 0.00 -1.550
C 4.288617 0.017751 2.566434 -0.10 0.03 0.05 -0.509
C 3.080183 0.643508 2.816411 0.06 0.04 0.02 1.140
C 2.798370 2.021871 2.292763 -0.01 -0.06 -0.02 -1.660
C -2.604413 1.616630 2.842681 -0.23 0.13 -0.09 0.480
C -2.758283 2.719766 2.004068 -0.03 -0.04 0.11 0.618
C -1.695327 3.774114 1.870279 -0.02 -0.01 0.00 -1.211
C -3.948838 2.866993 1.302723 -0.06 -0.10 0.02 -0.700
C -4.978606 1.950577 1.421502 0.04 0.09 0.03 0.804
C -6.263011 2.111529 0.663025 0.06 -0.03 0.03 -1.546
C -4.820191 0.880539 2.293938 0.11 0.03 0.01 -1.252
C -3.656150 0.710147 3.023596 -0.08 -0.02 -0.03 1.061
C -3.543870 -0.385497 4.041471 0.04 -0.01 0.02 -1.523
C -0.506060 2.542058 -3.195900 -0.31 0.07 -0.13 0.367
C -1.581502 1.877647 -3.783654 0.11 0.09 0.02 1.477
C -1.402266 0.694438 -4.689002 -0.06 -0.06 -0.04 -2.034
C -2.866129 2.369698 -3.578507 -0.02 0.10 0.12 -1.115
C -3.095582 3.519525 -2.847059 -0.03 -0.11 -0.10 0.900
C -4.482468 4.057149 -2.659621 0.08 -0.01 0.00 -1.434
C -2.006805 4.190151 -2.302707 0.10 -0.05 0.00 -0.591
C -0.717107 3.716221 -2.459722 -0.06 0.07 0.05 1.123
C 0.441936 4.448860 -1.844333 -0.07 0.00 -0.01 -1.819
H 6.332913 -3.630424 -0.222668 0.07 -0.03 0.06 0.369
H 5.940575 -4.551291 -1.680631 0.05 -0.08 0.02 0.427
H 4.836263 -4.568231 -0.307549 0.02 -0.09 0.08 0.336
H 5.963803 -1.296690 -0.413319 0.05 0.03 0.11 0.367
H 5.633452 0.986368 -0.439587 0.03 0.01 0.07 0.419
H 3.977682 1.531455 -0.753296 -0.07 0.10 0.06 0.123
H 5.186833 1.605557 -2.030116 0.00 0.07 0.04 0.455
H 1.606246 -1.247478 -4.355240 -0.06 -0.07 -0.05 0.251
H 1.308856 -2.834101 -3.645171 -0.02 0.02 -0.05 0.306
H 2.584871 -2.635660 -4.841304 0.05 0.01 -0.08 0.497
H 3.493685 -3.952903 -2.643990 -0.03 -0.14 -0.07 0.457
H 4.486055 1.017672 -4.272044 0.08 -0.01 0.01 0.612
H 3.524732 3.030746 -5.335331 0.03 0.02 -0.09 0.389
H 1.195279 3.684292 -4.819986 -0.03 0.07 -0.03 0.607
H -2.234276 2.573057 5.254764 -0.07 0.04 0.02 0.543
H -0.229781 2.396729 6.698575 0.01 0.06 0.08 0.380
H 1.775076 1.217092 5.855003 0.07 0.00 0.05 0.504
H 0.461724 -1.431111 5.070654 -0.04 -0.09 0.05 0.210
H 1.789430 -2.208339 5.941144 -0.03 -0.03 0.05 0.438
H 1.111367 -2.965798 4.499243 -0.04 -0.09 -0.01 0.410
H 3.800376 -2.872993 4.223763 0.04 -0.13 0.03 0.337
H 5.967300 -2.854120 3.299573 0.06 -0.08 0.02 0.370
H 6.707411 -1.255041 3.130510 0.08 -0.02 -0.02 0.338
H 6.007368 -2.059107 1.724006 0.10 -0.06 -0.09 0.157
H 5.038118 0.526552 1.976418 0.08 0.10 -0.11 0.413
H 3.645526 2.402568 1.726697 0.05 0.03 -0.05 0.470
H 2.585185 2.709299 3.112548 -0.03 0.07 0.00 0.379
H 1.923579 2.007612 1.638958 -0.01 0.06 -0.06 0.033
H -0.815028 3.529559 2.460291 0.07 0.06 -0.05 0.199
H -2.081371 4.737816 2.207225 0.02 0.05 0.02 0.522
H -1.397850 3.871623 0.827467 0.06 0.04 -0.08 -0.135
H -4.063302 3.724552 0.654172 -0.03 0.11 -0.13 0.246
H -6.249387 3.014715 0.058032 -0.05 0.06 -0.07 0.332
H -7.105232 2.167626 1.352759 -0.09 0.00 -0.03 0.388
H -6.421473 1.255666 0.008794 -0.08 -0.03 -0.09 0.329
H -5.629707 0.173451 2.414580 -0.07 -0.10 0.04 0.411
H -4.428001 -1.017526 4.026038 -0.04 -0.07 0.00 0.443
H -3.429976 0.039594 5.039818 -0.03 -0.01 0.08 0.292
H -2.673138 -1.010642 3.847719 -0.05 -0.02 0.07 0.154
H -0.358514 0.399699 -4.771133 -0.03 -0.07 -0.05 0.254
H -1.773727 0.931334 -5.686392 0.02 0.04 -0.09 0.489
H -1.966537 -0.158920 -4.316956 0.02 -0.01 -0.05 0.303
H -3.699772 1.837653 -4.015185 -0.13 -0.05 -0.07 0.346
H -5.214027 3.409310 -3.135106 -0.11 -0.01 -0.01 0.349
H -4.564186 5.055235 -3.090685 -0.08 0.05 0.00 0.359
H -4.716922 4.127219 -1.599117 -0.11 0.03 0.08 0.142
H -2.174988 5.102724 -1.745469 0.01 0.09 0.11 0.367
H 0.094590 5.307599 -1.273435 -0.02 0.03 0.06 0.422
H 1.134470 4.802618 -2.608279 0.06 0.02 0.04 0.450
H 0.995932 3.787625 -1.177887 0.08 -0.03 0.07 0.182

---

21
Properties=species:S:1:pos:R:3:forces:R:3:mulliken_charge:R:1 method="wB97M-V/def2-TZVPD" charge=0 orbital_gap_ha="0.2855 / 0.2819" e_lumo_ev="0.2 / 0.1" e_above_lowest_ev=3.1877 homo_energy_ev="-7.6 / -7.5"
C -0.010558 -1.277906 -0.890216 0.58 -0.71 -0.46 0.394
C 1.061679 -0.388345 -1.510593 -0.28 0.03 -0.62 -0.607
C 0.496751 1.033324 -1.405238 2.25 0.74 1.52 -0.806
C 0.114529 -1.255528 0.504353 -1.47 2.04 2.00 0.722
C 0.086654 1.130771 0.025826 1.71 -1.10 1.61 0.867
C -0.904917 -1.815758 1.475757 4.83 0.33 1.33 -1.504
C -1.135850 1.768595 0.597157 -0.85 -1.45 -3.03 -1.677
O -0.921358 -1.883117 -1.449037 0.01 0.63 -0.51 -0.677
O 1.166556 1.327368 0.849243 -0.48 0.68 0.72 -0.514
F 1.343292 -1.133987 1.053839 0.69 -0.26 0.14 -0.363
H 2.045814 -0.615504 -1.002895 -1.06 0.81 -0.61 0.316
H 1.160875 -0.491248 -2.550050 0.43 -1.13 -1.48 0.425
H 1.361814 1.749898 -1.561217 -0.99 -0.41 0.16 0.356
H -0.282216 1.373614 -2.043535 -0.73 -0.60 -0.92 0.373
H -0.519476 -2.827038 1.651530 -0.34 -0.15 0.33 0.384
H -1.734748 -1.901358 0.915245 -3.52 -0.02 -1.12 0.417
H -0.848372 -1.273307 2.466183 -0.67 -0.41 -1.27 0.325
H -1.177283 1.558343 1.589074 0.14 -0.21 3.13 0.433
H -2.033320 1.250413 0.198782 0.48 0.26 -0.17 0.341
H -1.284015 2.805513 0.392543 0.32 0.90 -0.17 0.388
H 2.014147 0.865257 0.693247 -1.05 0.03 -0.57 0.407

---

Listing F_max for the structures above in their given order: 0.02076, 0.09770 hartree/bohr.